{"formula": "C31H32AsBrCaF6IN2", "method": "the ωB97M-V functional and the def2-TZVPD basis", "homo_lumo_gap_ev": [8.58, 6.21], "lumo_ev": [-0.028, -2.398], "de_lowest_ev": 0.400, "total_energy_ha": -7694.4835, "e_homo_ev": [-8.603, -8.604], "spin_multiplicity": 2, "species": ["I", "Br", "As", "Ca", "F", "F", "F", "F", "F", "F", "N", "N", "C", "C", "C", "C", "C", "C", "C", "C", "C", "C", "C", "C", "C", "C", "C", "C", "C", "C", "C", "C", "C", "C", "C", "C", "C", "C", "C", "C", "C", "C", "C", "H", "H", "H", "H", "H", "H", "H", "H", "H", "H", "H", "H", "H", "H", "H", "H", "H", "H", "H", "H", "H", "H", "H", "H", "H", "H", "H", "H", "H", "H", "H", "H"], "coordinates": [[-2.526070, -1.058047, -1.680980], [-5.317394, -1.149632, 0.432979], [-1.765917, 2.892241, 0.736377], [0.162332, 0.148775, 0.276326], [-2.243623, 3.696047, 2.158215], [-0.686131, 1.813341, 1.707727], [-2.770699, 3.790167, -0.307928], [-2.968253, 1.670901, 0.942393], [-0.426546, 3.921924, 0.492763], [-1.164443, 1.905692, -0.663645], [0.088142, -2.390419, 0.310860], [7.689001, 1.395338, -1.542449], [3.678715, -2.572573, -1.823762], [-3.329193, -5.868538, 1.386089], [6.591327, 1.263702, -1.226036], [-5.090712, 0.309456, -0.750867], [4.190981, 1.401239, -1.722731], [2.029450, -4.998948, -1.834937], [2.165509, -4.125785, -3.084980], [2.381344, -3.000560, 0.262112], [0.846789, -4.515354, -0.978982], [-3.866604, 1.516979, -2.428368], [1.202951, -2.208661, -1.826462], [4.904775, 0.604463, 0.431734], [3.576221, 0.413984, 0.780781], [-3.179712, -3.633546, 2.537778], [-1.569441, -4.179478, 0.838982], [2.398812, -2.675558, -2.659330], [1.063999, -3.057192, -0.542780], [2.497736, 0.679445, -0.082105], [-3.183534, -1.396383, 3.720596], [-6.034683, 1.325634, -0.710394], [3.322465, -4.922429, -1.020103], [-2.599467, -2.379575, 2.744791], [-5.892063, 2.433562, -1.528700], [-4.807039, 2.530271, -2.386392], [-4.007409, 0.401139, -1.614550], [2.874250, 1.199876, -1.333731], [5.219066, 1.089695, -0.836994], [-1.502594, -2.050721, 1.986580], [-0.934135, -2.917365, 1.007725], [-2.674900, -4.528904, 1.589744], [3.558517, -3.474431, -0.591189], [5.702074, 0.378463, 1.129102], [-2.420684, -1.008173, 4.396367], [1.262663, -4.198209, -3.699537], [2.482313, -2.036602, -3.541853], [2.268767, -3.629071, 1.151524], [3.391334, 0.030117, 1.782747], [-1.232957, -4.866585, 0.083004], [-6.625845, 3.227017, -1.486263], [-2.752680, -6.656911, 1.873456], [3.850322, -1.536631, -1.516134], [-6.869029, 1.245492, -0.028080], [2.110171, 1.461427, -2.065245], [0.280324, -2.302873, -2.412511], [-4.053293, -3.914727, 3.115059], [4.535262, -2.881649, -2.429176], [4.428838, 1.794675, -2.703190], [-3.969625, -1.853879, 4.318942], [3.002222, -4.477187, -3.694888], [-3.003275, 1.600191, -3.073703], [3.253234, -5.570393, -0.140720], [-4.334498, -5.884054, 1.804249], [-1.031323, -1.090569, 2.167565], [4.470759, -3.400271, 0.005796], [-3.613634, -0.547072, 3.186812], [2.561646, -1.977698, 0.592088], [-4.678285, 3.404594, -3.009221], [1.837924, -6.033706, -2.129329], [1.351431, -1.147621, -1.593308], [4.163372, -5.279362, -1.621118], [0.768074, -5.158523, -0.098517], [-0.075636, -4.604708, -1.560919], [-3.397051, -6.115756, 0.326792]], "forces_ev_per_angstrom": [[0.1, -0.1, 0.0], [0.0, 0.0, 0.0], [0.1, -0.1, -0.1], [-0.3, 0.3, -0.1], [-0.1, 0.0, 0.0], [0.1, -0.3, -0.1], [0.0, 0.0, 0.0], [-0.1, -0.1, 0.1], [0.0, 0.1, 0.0], [0.1, -0.1, 0.2], [-0.1, 0.1, 0.1], [0.0, 0.0, 0.0], [0.0, 0.0, 0.0], [0.0, 0.0, 0.0], [0.0, 0.0, 0.0], [0.0, 0.0, 0.0], [0.0, 0.0, 0.0], [0.0, 0.1, 0.0], [0.0, 0.0, 0.0], [0.1, 0.0, 0.0], [0.0, 0.0, 0.0], [0.1, -0.1, 0.0], [0.0, 0.0, 0.0], [0.0, 0.0, 0.0], [0.0, 0.0, 0.0], [0.0, 0.0, 0.0], [0.0, 0.0, 0.0], [0.0, 0.0, 0.0], [0.0, -0.1, -0.1], [0.1, 0.0, 0.0], [0.0, 0.0, 0.0], [0.0, 0.0, 0.0], [0.0, 0.0, 0.0], [-0.1, 0.0, 0.0], [0.0, 0.0, 0.0], [-0.1, 0.0, 0.0], [-0.1, 0.1, 0.1], [-0.1, 0.0, 0.0], [0.0, 0.0, 0.0], [0.1, 0.0, 0.0], [0.0, 0.0, 0.0], [0.0, 0.0, 0.0], [0.0, 0.0, 0.0], [0.0, 0.0, 0.0], [0.0, 0.0, 0.0], [0.0, 0.0, 0.0], [0.0, 0.0, 0.0], [0.0, 0.0, 0.0], [0.0, 0.0, 0.0], [0.0, 0.0, 0.0], [0.0, 0.0, 0.0], [0.0, 0.0, 0.0], [0.0, 0.0, 0.0], [0.0, 0.0, 0.0], [0.0, 0.0, 0.0], [0.0, 0.0, 0.0], [0.0, 0.0, 0.0], [0.0, 0.0, 0.0], [0.0, 0.0, 0.0], [0.0, 0.0, 0.0], [0.0, 0.0, 0.0], [0.0, 0.0, 0.0], [0.0, 0.0, 0.0], [0.0, 0.0, 0.0], [0.0, 0.1, 0.1], [0.0, 0.0, 0.0], [0.0, 0.0, 0.0], [0.0, 0.0, 0.0], [0.0, 0.0, 0.0], [0.0, 0.0, 0.0], [0.0, -0.1, 0.1], [0.0, 0.0, 0.0], [0.0, 0.0, 0.0], [0.0, 0.0, 0.0], [0.0, 0.0, 0.0]], "lowdin_charge": [1.06, 0.75, 0.75, 1.28, -0.20, -0.38, -0.20, -0.23, -0.21, -0.40, 0.04, 0.14, -0.10, -0.04, -0.19, -0.74, -0.06, -0.28, -0.11, -0.07, -0.09, -0.16, -0.11, -0.05, -0.18, 0.01, 0.03, -0.27, -0.44, -0.27, -0.04, -0.13, -0.12, -0.27, -0.07, -0.08, -0.74, -0.17, -0.26, -0.01, -0.30, -0.25, -0.27, 0.11, 0.09, 0.12, 0.15, 0.13, 0.08, 0.09, 0.11, 0.09, 0.10, 0.10, 0.08, 0.09, 0.12, 0.13, 0.11, 0.08, 0.12, 0.10, 0.12, 0.08, 0.09, 0.15, 0.07, 0.09, 0.11, 0.14, 0.07, 0.12, 0.12, 0.12, 0.08]}